(1)
The following is a DFT calculation (wB97M-V/def2-TZVPD) of a molecular structure, C26H43FN3O2P2PtS2Si2 in a non-equilibrium geometry.

Atoms and positions in Å:
Pt: -0.349 0.940 -0.381
C: -3.642 -0.410 -1.762
Si: -2.670 0.535 -0.453
C: -3.519 0.208 1.209
C: -3.202 2.323 -0.854
C: -4.509 2.755 -0.586
C: -4.927 4.043 -0.893
C: -4.031 4.932 -1.474
C: -2.735 4.515 -1.744
C: -2.313 3.213 -1.446
Si: -0.595 2.628 -2.011
C: 0.622 4.049 -1.893
C: -0.943 2.369 -3.840
H: -4.698 -0.155 -1.651
H: -3.539 -1.495 -1.677
H: -3.320 -0.123 -2.765
H: -4.602 0.239 1.072
H: -3.230 0.969 1.936
H: -3.271 -0.770 1.629
H: -5.217 2.069 -0.131
H: -5.945 4.349 -0.685
H: -4.347 5.937 -1.728
H: -2.043 5.215 -2.204
H: 0.327 4.821 -2.607
H: 1.627 3.711 -2.164
H: 0.667 4.482 -0.892
H: -1.265 3.326 -4.263
H: -1.738 1.636 -3.992
H: -0.063 2.028 -4.384
C: 4.911 -2.884 -2.368
C: 4.533 -1.527 -2.924
O: 4.105 -0.697 -1.846
P: 2.772 0.203 -1.746
S: 1.269 -0.997 -1.015
S: 2.145 0.462 -3.638
O: 3.146 0.946 -0.385
C: 4.414 1.624 -0.219
C: 4.232 2.732 0.793
H: 5.321 -3.502 -3.169
H: 4.034 -3.379 -1.949
H: 5.664 -2.784 -1.585
H: 3.738 -1.613 -3.662
H: 5.393 -1.051 -3.398
H: 4.750 2.024 -1.177
H: 5.154 0.897 0.117
H: 3.459 3.422 0.454
H: 5.169 3.275 0.922
H: 3.923 2.323 1.755
C: -0.170 -4.202 2.975
N: 0.389 -3.081 2.118
C: 1.182 -3.720 0.969
N: 0.360 -4.622 0.242
C: -0.177 -5.661 1.104
N: -0.958 -5.105 2.209
C: -2.207 -4.503 1.724
P: -1.958 -3.074 0.540
C: -0.721 -2.194 1.625
C: -0.691 -3.943 -0.529
H: -0.770 -3.751 3.766
H: 0.677 -4.729 3.417
H: 1.031 -2.505 2.664
H: 2.025 -4.247 1.419
H: 1.530 -2.907 0.330
H: 0.649 -6.249 1.510
H: -0.817 -6.316 0.516
H: -2.799 -4.162 2.576
H: -2.790 -5.274 1.217
H: -1.231 -1.783 2.499
H: -0.306 -1.349 1.066
H: -0.240 -3.200 -1.189
H: -1.207 -4.684 -1.142
F: 0.888 2.934 5.382
C: 0.629 2.500 4.126
C: 1.453 1.543 3.572
C: 1.148 1.059 2.300
C: 0.074 1.558 1.562
C: -0.707 2.563 2.155
C: -0.450 3.023 3.442
H: 2.315 1.191 4.127
H: 1.790 0.294 1.869
H: -1.535 3.000 1.608
H: -1.067 3.782 3.906

Atomic forces in eV per Å
Pt 1.10 -1.58 -0.23
C 0.61 -0.67 -0.08
Si -0.23 2.54 -0.28
C 0.51 -0.38 0.15
C -0.71 -0.22 0.30
C 0.09 0.03 -0.09
C 0.00 -0.07 0.03
C 0.04 0.02 -0.03
C -0.18 -0.11 0.06
C 0.37 0.85 -0.32
Si -1.92 0.01 0.33
C 0.49 -0.38 0.35
C 0.43 -0.43 -0.13
H 0.04 0.09 0.10
H -0.08 0.00 -0.06
H -0.01 0.04 0.03
H 0.02 -0.01 -0.06
H 0.00 0.01 -0.05
H -0.10 0.01 0.06
H -0.03 0.05 -0.01
H 0.01 0.02 0.01
H 0.01 0.00 0.04
H -0.02 0.00 -0.01
H -0.05 -0.03 -0.01
H -0.01 0.07 -0.04
H -0.05 -0.01 -0.01
H -0.06 0.00 0.10
H -0.03 0.05 0.03
H -0.01 0.02 -0.05
C 0.00 0.07 0.02
C -0.11 -0.07 0.00
O 0.54 0.42 0.53
P -1.47 -3.49 -1.29
S 0.32 0.06 0.29
S 0.92 1.60 1.11
O 0.35 1.20 -0.63
C 0.08 0.28 -0.05
C -0.15 -0.10 -0.06
H -0.02 -0.04 0.03
H 0.01 -0.01 -0.01
H 0.01 -0.02 -0.01
H -0.02 0.04 -0.04
H -0.02 0.07 -0.01
H -0.03 -0.01 -0.03
H -0.08 -0.12 -0.04
H 0.04 0.04 0.03
H -0.01 0.01 0.00
H 0.00 0.03 0.01
C -0.10 -0.11 0.20
N 0.01 0.06 -0.01
C -0.04 -0.09 -0.29
N 0.01 -0.12 -0.13
C 0.07 0.12 0.01
N -0.10 -0.10 -0.02
C -0.05 0.16 -0.11
P 0.35 -0.29 0.13
C -0.35 0.15 -0.21
C -0.11 0.14 0.19
H 0.03 0.07 -0.01
H 0.08 0.07 -0.06
H -0.01 0.01 0.01
H -0.05 0.02 0.14
H 0.05 0.08 0.08
H 0.00 0.03 0.04
H 0.01 -0.03 0.03
H 0.01 -0.01 0.02
H -0.01 -0.03 0.04
H 0.03 -0.02 0.04
H 0.23 -0.17 0.11
H 0.02 -0.06 -0.05
H 0.01 0.03 -0.05
F 0.03 0.05 0.00
C 0.00 -0.04 -0.03
C -0.05 -0.08 0.02
C 0.14 -0.08 -0.05
C -0.90 0.36 -0.15
C 0.17 -0.03 0.32
C -0.02 0.07 -0.08
H -0.04 -0.04 0.03
H 0.01 0.06 -0.08
H -0.02 -0.07 -0.04
H 0.03 0.00 0.01

Calculated values
Multiplicity: 2
Lowest unoccupied orbital energy (alpha / beta): -0.4 / -0.4 eV
Energy relative to the best compared isomer or geometry (same formula, charge and spin): 327.28 kJ/mol
Gap between HOMO and LUMO (alpha / beta): 0.214 / 0.230 Ha
Net charge: 0
Highest occupied orbital energy (alpha / beta): -6.236 / -6.667 eV
Expectation value of S²: 0.755
DFT total energy: -98193.490 eV

Results of the Mulliken charge analysis, in e, for atoms 1 through 6:
1 Pt 0.55
2 C -1.21
3 Si 0.57
4 C -1.23
5 C 0.00
6 C -0.38

=====

(2)
The following is a DFT calculation (wB97M-V/def2-TZVPD) of 5 unconnected molecules or ions with the total composition C28H57N8O10 in a non-equilibrium geometry.

Atoms and positions in Å:
C: -3.661 1.533 -1.003
O: -3.003 1.022 -2.161
C: -1.821 1.761 -2.419
C: -0.601 0.901 -2.088
C: -0.802 -0.234 -1.340
C: 0.297 -1.037 -1.040
C: 0.043 -2.273 -0.190
C: -0.632 -3.377 -1.039
O: -1.643 -4.092 -0.309
C: -1.155 -4.592 0.863
O: -1.708 -4.358 1.910
C: 1.543 -0.682 -1.495
C: 2.704 -1.588 -1.122
O: 2.477 -2.909 -1.590
O: 3.373 -3.750 -0.909
N: 1.708 0.441 -2.231
C: 3.061 0.797 -2.728
C: 3.961 1.566 -1.702
N: 5.340 1.239 -2.062
N: 3.776 1.219 -0.297
N: 3.806 3.027 -1.837
C: 0.664 1.237 -2.523
C: 0.816 2.518 -3.313
C: 0.837 2.336 -4.883
C: 0.828 0.886 -5.365
O: 1.958 3.067 -5.365
H: -4.010 2.570 -1.156
H: -2.972 1.548 -0.137
H: -4.499 0.893 -0.710
H: -1.847 2.644 -1.766
H: -1.821 2.057 -3.476
H: -1.784 -0.504 -0.966
H: 0.945 -2.614 0.323
H: -0.646 -1.966 0.609
H: -1.085 -2.932 -1.927
H: 0.109 -4.115 -1.380
H: -0.233 -5.209 0.870
H: 2.708 -1.635 -0.018
H: 3.688 -1.210 -1.408
H: 3.080 -3.813 0.017
H: 3.567 -0.130 -2.997
H: 3.015 1.390 -3.636
H: 5.893 1.420 -1.229
H: 5.624 1.868 -2.809
H: 2.810 1.249 0.000
H: 4.232 0.354 -0.037
H: 4.472 3.434 -1.184
H: 2.894 3.279 -1.453
H: 0.031 3.238 -3.072
H: 1.754 2.994 -3.016
H: -0.033 2.867 -5.283
H: 0.948 0.923 -6.457
H: 1.676 0.294 -5.002
H: -0.130 0.380 -5.201
H: 2.734 2.509 -5.197
C: 5.793 2.478 -6.123
O: 5.108 2.059 -5.191
N: 5.846 3.757 -6.511
C: 6.663 4.204 -7.625
C: 5.044 4.716 -5.775
H: 6.425 1.810 -6.726
H: 7.386 4.942 -7.273
H: 6.025 4.660 -8.384
H: 7.198 3.366 -8.067
H: 5.347 4.706 -4.727
H: 4.001 4.412 -5.844
H: 5.162 5.718 -6.179
C: -2.517 -4.704 7.400
O: -2.814 -5.847 7.685
N: -2.255 -4.264 6.153
C: -1.906 -2.886 5.880
C: -2.326 -5.208 5.049
H: -2.437 -3.911 8.165
H: -2.639 -2.452 5.196
H: -0.916 -2.843 5.420
H: -1.894 -2.306 6.801
H: -3.331 -5.630 4.998
H: -1.618 -6.020 5.221
H: -2.091 -4.710 4.112
C: -2.684 -6.167 13.278
O: -2.980 -7.311 13.554
N: -2.417 -5.715 12.035
C: -2.069 -4.334 11.779
C: -2.481 -6.646 10.918
H: -2.607 -5.381 14.050
H: -2.800 -3.894 11.096
H: -1.077 -4.285 11.323
H: -2.062 -3.764 12.706
H: -3.484 -7.069 10.856
H: -1.773 -7.459 11.082
H: -2.245 -6.137 9.988
C: -4.283 5.561 -2.115
O: -3.673 4.609 -1.647
N: -5.513 5.497 -2.641
C: -6.183 6.668 -3.181
C: -6.197 4.214 -2.673
H: -3.852 6.574 -2.138
H: -7.112 6.839 -2.636
H: -6.410 6.504 -4.235
H: -5.550 7.548 -3.087
H: -6.306 3.834 -1.656
H: -5.607 3.499 -3.248
H: -7.178 4.326 -3.126

Atomic forces in eV per Å
C -0.22 0.39 0.73
O 0.08 0.22 0.02
C -0.37 -0.37 0.27
C -1.30 0.07 0.06
C 0.64 -0.23 0.10
C -0.50 -0.48 0.65
C -0.34 0.44 -0.05
C 0.70 -0.62 -0.07
O 0.57 0.26 0.41
C -0.92 0.48 1.41
O 0.44 -0.38 -1.12
C 0.42 -0.98 0.07
C 0.40 0.34 0.68
O -0.65 0.51 -0.10
O 0.84 -0.36 -0.06
N 0.40 0.46 -0.46
C 0.49 0.03 0.15
C 0.82 0.61 0.21
N -0.58 -0.22 0.54
N 0.18 -0.26 -0.35
N -0.88 -0.46 -0.05
C -0.49 1.02 -0.31
C 0.51 -0.31 -0.08
C 0.18 0.29 0.54
C 0.00 0.32 -0.91
O -0.09 -0.66 -0.11
H 0.14 -0.54 -0.05
H -0.07 -0.03 -0.21
H 0.16 -0.07 -0.45
H 0.31 0.16 -0.46
H 0.06 0.04 0.22
H 0.05 0.11 -0.19
H -0.16 -0.11 -0.20
H -0.01 -0.13 -0.24
H -0.28 -0.25 0.26
H 0.01 0.35 -0.05
H -0.18 0.20 -0.69
H 0.06 0.16 -0.21
H -0.17 -0.24 -0.19
H -0.39 0.14 -0.18
H -0.06 0.20 0.07
H -0.21 -0.09 0.19
H 0.22 0.09 -0.26
H 0.08 -0.21 -0.08
H 0.09 -0.05 0.13
H -0.18 -0.03 0.03
H 0.01 -0.01 -0.08
H 0.12 0.23 -0.05
H 0.06 -0.35 0.25
H -0.15 0.02 -0.35
H 0.11 -0.22 0.03
H -0.02 -0.02 0.22
H -0.28 0.05 0.15
H 0.25 0.05 0.32
H 0.30 0.39 -0.27
C 0.01 0.03 -0.13
O -0.16 0.06 0.01
N 0.14 -0.28 0.01
C -0.13 0.12 0.14
C -0.11 -0.13 0.12
H 0.00 -0.01 0.04
H 0.03 0.00 -0.11
H 0.09 0.01 -0.05
H -0.03 -0.03 0.05
H -0.12 0.08 0.02
H -0.10 0.21 0.14
H 0.09 -0.07 -0.10
C -0.01 0.03 0.05
O 0.04 0.00 -0.10
N 0.03 0.14 0.09
C -0.06 -0.26 -0.16
C -0.05 -0.05 0.22
H 0.02 0.04 -0.03
H 0.08 0.12 0.00
H -0.01 0.14 0.00
H -0.01 -0.05 0.02
H 0.05 -0.08 -0.07
H -0.07 -0.06 -0.08
H -0.02 0.03 0.13
C 0.00 0.04 0.09
O 0.01 -0.03 -0.08
N 0.03 0.13 0.09
C -0.05 -0.28 -0.16
C 0.01 -0.07 0.28
H 0.01 0.04 -0.03
H 0.07 0.13 0.01
H -0.01 0.15 0.00
H -0.01 -0.05 0.02
H 0.05 -0.06 -0.11
H -0.06 -0.05 -0.07
H -0.06 0.02 0.02
C 0.03 0.12 0.00
O 0.02 0.01 -0.10
N 0.04 0.11 -0.02
C -0.10 -0.24 0.02
C 0.23 -0.02 0.11
H -0.01 0.00 0.00
H -0.01 0.10 -0.07
H -0.05 0.11 0.00
H 0.04 -0.05 0.03
H -0.06 -0.07 -0.05
H -0.08 -0.06 0.02
H 0.03 0.07 0.00

Calculated values
Lowest unoccupied orbital energy: -3.6 eV
Gap between HOMO and LUMO: 0.227 Ha
Net charge: +1
Highest occupied orbital energy: -9.811 eV
DFT total energy: -62346.801 eV

Results of the Mulliken charge analysis, in e, for atoms 1 through 6:
1 C -0.43
2 O -0.48
3 C -0.91
4 C 1.46
5 C -0.31
6 C 0.08

=====

(3)
The following is a DFT calculation (wB97M-V/def2-TZVPD) of a single C3H6N4S molecule in a non-equilibrium geometry.

Atoms and positions in Å:
C: -0.134 -0.845 0.256
C: -1.411 -1.158 0.599
C: -2.705 1.201 0.168
N: -1.740 1.871 0.558
N: 0.122 -0.107 -0.745
N: 2.491 -0.157 -0.269
N: 1.353 0.304 -0.974
S: -2.785 -0.514 -0.176
H: 0.705 -1.069 0.946
H: -1.630 -1.637 1.653
H: -1.668 2.698 0.959
H: 2.376 -1.151 -0.293
H: 3.366 0.159 -0.657
H: 1.659 0.405 -2.026

Atomic forces in eV per Å
C 1.78 -0.61 2.76
C -1.84 -1.56 3.00
C 1.67 1.48 0.88
N -1.42 -5.76 -2.69
N 0.96 1.41 -2.89
N -1.32 -0.54 1.33
N 2.05 1.54 -3.72
S -0.72 -0.37 -0.50
H -0.68 -0.25 -0.16
H 0.68 0.80 -2.34
H 0.03 4.74 1.99
H 0.94 -0.89 0.13
H -0.27 0.11 -0.35
H -1.87 -0.12 2.57

Calculated values
Lowest unoccupied orbital energy (alpha / beta): -0.5 / -0.1 eV
Energy relative to the best compared isomer or geometry (same formula, charge and spin): 631.69 kJ/mol
Gap between HOMO and LUMO (alpha / beta): 0.258 / 0.270 Ha
Net charge: 0
Highest occupied orbital energy (alpha / beta): -7.474 / -7.397 eV
DFT total energy: -19997.789 eV

Results of the Mulliken charge analysis, in e, for atoms 1 through 6:
1 C -0.03
2 C -0.35
3 C 0.11
4 N -0.32
5 N -0.25
6 N -0.56

=====

(4)
The following is a DFT calculation (wB97M-V/def2-TZVPD) of 2 unconnected molecules or ions with the total composition C5H10N3O3 in a non-equilibrium geometry.

Atoms and positions in Å:
C: 1.749 -0.619 -0.185
C: 0.387 -1.001 -0.267
C: -0.478 0.256 -0.085
C: 0.159 -2.033 0.914
C: -0.005 1.340 -1.200
N: 2.846 -0.337 -0.023
N: 5.405 0.284 0.140
N: -0.315 0.737 1.240
O: 5.288 -0.572 0.867
O: 5.533 1.186 -0.498
O: 1.346 1.819 -0.902
H: 0.114 -1.530 -1.226
H: -1.571 -0.010 -0.207
H: -0.885 -2.085 1.186
H: 0.971 -1.781 1.635
H: 0.485 -2.950 0.329
H: -0.789 2.059 -1.474
H: 0.130 0.763 -2.135
H: 0.424 1.367 1.278
H: -1.158 1.087 1.620
H: 1.184 2.689 -0.523

Atomic forces in eV per Å
C 1.12 -0.23 -0.36
C -2.39 -0.94 0.00
C -0.57 1.10 -1.70
C 2.37 -0.44 -2.50
C 0.15 -2.48 -0.48
N 0.73 0.00 -0.03
N -0.68 -1.46 2.03
N -0.60 -1.22 0.18
O 0.66 1.59 -1.68
O -0.14 -0.34 -0.22
O -2.21 0.75 0.04
H 0.61 0.82 0.74
H 1.27 0.17 -0.29
H 0.11 0.06 0.51
H -1.47 -0.55 0.22
H -0.57 0.37 1.49
H 0.55 0.43 0.71
H -0.11 0.17 0.32
H 1.34 1.39 0.48
H -0.57 0.58 0.50
H 0.40 0.22 0.05

Calculated values
Lowest unoccupied orbital energy: -6.8 eV
Energy relative to the best compared isomer or geometry (same formula, charge and spin): 703.11 kJ/mol
Gap between HOMO and LUMO: 0.196 Ha
Net charge: +1
Highest occupied orbital energy: -12.176 eV
DFT total energy: -15946.446 eV

Results of the Mulliken charge analysis, in e, for atoms 1 through 6:
1 C -0.17
2 C -0.06
3 C 0.06
4 C -1.20
5 C -0.79
6 N -0.14

=====

(5)
The following is a DFT calculation (wB97M-V/def2-TZVPD) of a single C10H18N2O3 molecule.

Atoms and positions in Å:
C: 0.786 2.776 -1.485
O: 1.442 1.859 -0.612
C: 1.187 1.934 0.698
O: 0.466 2.751 1.210
C: 1.942 0.863 1.446
C: 1.043 0.066 2.424
N: 0.050 -0.822 1.892
C: -1.281 -0.335 1.611
C: -1.537 0.044 0.149
C: -1.146 -1.106 -0.777
C: -1.279 -0.706 -2.238
N: -1.512 -1.741 -3.078
O: -1.160 0.429 -2.645
C: 0.314 -1.492 -0.502
C: 0.474 -1.857 0.982
H: 0.273 3.541 -0.900
H: 1.546 3.228 -2.121
H: 0.069 2.218 -2.091
H: 2.439 0.204 0.735
H: 2.702 1.366 2.047
H: 1.715 -0.538 3.048
H: 0.534 0.784 3.071
H: -1.981 -1.137 1.887
H: -1.482 0.525 2.251
H: -2.594 0.285 0.020
H: -0.965 0.928 -0.123
H: -1.789 -1.972 -0.577
H: -1.609 -2.686 -2.754
H: -1.577 -1.561 -4.067
H: 0.951 -0.647 -0.761
H: 0.608 -2.344 -1.119
H: -0.140 -2.746 1.183
H: 1.513 -2.112 1.198

Atomic forces in eV per Å
C -0.35 0.37 -0.17
O 0.20 -0.24 -0.11
C 0.21 -0.07 0.14
O -0.08 -0.04 0.07
C -0.34 -0.13 0.17
C 0.34 0.16 0.05
N -0.10 0.02 -0.18
C -0.16 0.04 -0.07
C -0.04 -0.23 0.10
C 0.17 0.43 -0.01
C -0.15 -0.43 0.29
N -0.09 -0.30 -0.39
O 0.05 0.40 -0.06
C -0.08 -0.21 0.23
C 0.03 -0.02 -0.09
H 0.07 -0.05 -0.12
H 0.00 -0.03 0.05
H 0.10 0.07 0.10
H 0.06 0.01 0.04
H 0.05 0.02 -0.05
H 0.01 0.16 0.02
H 0.08 -0.05 0.05
H -0.10 0.09 0.00
H -0.04 -0.05 0.03
H -0.02 0.07 -0.02
H -0.04 0.05 -0.06
H 0.01 -0.02 -0.02
H -0.01 0.06 0.04
H 0.03 0.02 0.06
H 0.04 0.02 -0.05
H 0.04 0.00 -0.03
H 0.10 -0.07 -0.06
H -0.01 -0.07 0.02

Calculated values
Lowest unoccupied orbital energy: 0.8 eV
Energy relative to the best compared isomer or geometry (same formula, charge and spin): 26.21 kJ/mol
Gap between HOMO and LUMO: 0.326 Ha
Net charge: 0
Highest occupied orbital energy: -8.088 eV
DFT total energy: -19785.616 eV

Results of the Mulliken charge analysis, in e, for atoms 1 through 6:
1 C -0.57
2 O -0.32
3 C 0.62
4 O -0.60
5 C -0.37
6 C -0.94

=====

(6)
The following is a DFT calculation (wB97M-V/def2-TZVPD) of a single C9H10N2OS molecule in a non-equilibrium geometry.

Atoms and positions in Å:
C: -3.105 0.445 1.348
C: -2.262 0.265 0.036
C: -2.504 -1.210 -0.440
N: -0.879 0.515 0.437
C: 0.146 0.132 -0.222
O: 0.339 -0.596 -1.402
C: 1.619 -0.888 -1.733
S: 2.199 -1.743 -3.012
N: 2.361 -0.195 -0.749
C: 3.638 0.235 -0.580
C: 3.674 1.038 0.601
C: 2.389 1.126 1.036
C: 1.541 0.474 0.163
H: -4.196 0.040 1.297
H: -2.528 -0.151 1.989
H: -3.172 1.531 1.841
H: -2.515 0.837 -0.777
H: -2.638 -1.965 0.376
H: -1.691 -1.514 -1.151
H: -3.467 -1.157 -1.020
H: 4.412 -0.364 -1.043
H: 4.506 1.381 1.142
H: 2.132 1.764 1.862

Atomic forces in eV per Å
C -2.00 2.26 -0.60
C -0.02 -2.87 2.74
C -0.42 0.17 -0.84
N 1.20 -0.74 -1.92
C 1.11 1.72 2.23
O -1.69 -1.20 -1.20
C 1.04 0.97 0.37
S -0.86 0.73 1.29
N -0.84 1.18 -0.05
C 1.49 -0.65 1.75
C 0.61 -2.42 -3.17
C -2.76 1.17 0.61
C 0.09 -1.18 -0.11
H 2.00 0.64 -0.16
H 0.36 -0.85 1.47
H 0.36 -2.22 -1.44
H -0.61 1.92 -1.73
H 0.34 0.80 -0.57
H -0.93 0.06 0.73
H 0.85 -0.39 0.51
H 0.16 0.59 -0.25
H 1.05 0.44 0.15
H -0.51 -0.13 0.18

Calculated values
Lowest unoccupied orbital energy: -0.9 eV
Energy relative to the best compared isomer or geometry (same formula, charge and spin): 213.77 kJ/mol
Gap between HOMO and LUMO: 0.287 Ha
Net charge: 0
Highest occupied orbital energy: -8.732 eV
DFT total energy: -25356.036 eV

Results of the Mulliken charge analysis, in e, for atoms 1 through 6:
1 C -1.24
2 C 0.27
3 C -1.15
4 N -0.50
5 C 0.12
6 O -0.39